Entry P
A cluster of 2 separate species, C4H11N2S in total, computed with ωB97M-V/def2-TZVPD.

XYZ file:
```
18
Properties=species:S:1:pos:R:3:nbo_charge:R:1
S 0.677 -1.745 -1.086 0.0959
N 1.097 1.892 0.535 -0.3965
N -2.022 -0.184 -0.412 -0.8352
C -0.512 -2.135 0.203 -0.6021
C 0.479 2.419 -0.426 -0.0528
C -1.367 -0.937 0.654 -0.2327
C 2.192 1.004 0.217 -0.4395
H -0.361 3.075 -0.216 0.1779
H 1.922 -0.019 0.491 0.1980
H 3.053 1.286 0.825 0.2077
H -0.741 -0.259 1.238 0.1959
H -2.927 -0.583 -0.638 0.3539
H 2.479 0.991 -0.841 0.1719
H 0.758 2.230 -1.467 0.1371
H -1.448 -0.237 -1.248 0.3623
H -1.158 -2.910 -0.223 0.2370
H 0.003 -2.574 1.055 0.2258
H -2.127 -1.313 1.341 0.1953
```

Summary:
<S²>: 0.753
Charge: 0
LUMO (spin up / spin down), Ha: 0.031 / -0.073
Gap between HOMO and LUMO (spin up / spin down), eV: 10.161 / 7.090
HOMO level (spin up / spin down), eV: -9.31 / -9.08
Multiplicity: 2


Entry Q
An isolated molecule of C4H11N2S, computed with ωB97M-V/def2-TZVPD.

XYZ file:
```
18
Properties=species:S:1:pos:R:3:nbo_charge:R:1
S -0.014 3.403 -1.733 0.0847
N 1.310 -1.513 1.891 -0.8026
N -0.885 -0.646 0.868 -0.6582
C 0.298 0.541 -1.222 -0.4616
C -0.616 1.638 -1.771 -0.5433
C -0.372 -0.692 -0.647 -0.2271
C 0.086 -0.705 1.994 -0.0527
H 0.895 -2.408 1.790 0.3466
H 0.963 0.875 -0.366 0.2154
H 1.074 0.392 -2.007 0.2215
H 1.809 -1.375 1.085 0.3447
H -1.238 -1.040 -1.272 0.2064
H -0.386 -0.976 2.934 0.1939
H -0.925 1.521 -2.820 0.2351
H -1.500 1.699 -1.266 0.2141
H 0.485 -1.398 -0.534 0.1967
H -1.371 0.257 0.977 0.3485
H 0.389 0.424 2.101 0.1381
```

Summary:
<S²>: 0.753
Charge: 0
LUMO (spin up / spin down), Ha: 0.033 / -0.072
Gap between HOMO and LUMO (spin up / spin down), eV: 9.760 / 6.859
HOMO level (spin up / spin down), eV: -8.85 / -8.83
Multiplicity: 2


Most stable: entry P. Least stable: entry Q.


Entry P
A cluster of 2 separate species, CH6OS2 in total, computed with ωB97M-V/def2-TZVPD.

XYZ file:
```
10
Properties=species:S:1:pos:R:3:nbo_charge:R:1
S 1.181 -3.385 -1.659 -0.1482
S 0.460 -1.390 -1.768 -0.1240
O -1.613 1.289 1.016 -0.7125
C -0.391 1.774 0.499 -0.2530
H 1.068 -3.603 -0.315 0.1398
H 0.492 1.308 0.939 0.1606
H -1.400 0.655 1.666 0.4653
H 0.785 -1.135 -0.491 0.1322
H -0.306 1.643 -0.582 0.1682
H -0.275 2.844 0.697 0.1715
```

Summary:
Charge: 0
LUMO, Ha: 0.005
Gap between HOMO and LUMO, eV: 8.911
HOMO level, eV: -8.77


Entry Q
A cluster of 2 separate species, CH6OS2 in total, computed with ωB97M-V/def2-TZVPD.

XYZ file:
```
10
Properties=species:S:1:pos:R:3:nbo_charge:R:1
S -1.718 2.348 -0.186 0.0967
S -0.422 1.508 1.147 -0.1379
O 1.445 -4.935 2.204 -0.9352
C -0.722 2.566 -1.666 -0.7517
H 2.294 -4.526 2.383 0.4677
H 0.123 3.239 -1.517 0.2244
H -1.427 2.950 -2.407 0.2291
H -0.563 0.207 0.809 0.1214
H -0.389 1.596 -2.010 0.2180
H 1.378 -4.953 1.243 0.4675
```

Summary:
Charge: 0
LUMO, Ha: 0.018
Gap between HOMO and LUMO, eV: 9.658
HOMO level, eV: -9.16


Most stable: entry Q. Least stable: entry P.


Entry P
A cluster of 2 separate species, C6H7ClN2O3 in total, computed with ωB97M-V/def2-TZVPD.

XYZ file:
```
19
Properties=species:S:1:pos:R:3:nbo_charge:R:1
Cl 1.929 2.455 -0.044 -0.0026
O -0.068 -0.083 1.239 -0.5370
O 0.812 -2.931 -1.453 -0.5186
O 2.412 -2.116 -0.032 -0.5097
N -0.267 -0.171 -2.059 -0.4998
N -1.763 -0.225 -0.395 -0.6238
C -0.693 0.574 0.166 0.1989
C 1.329 1.405 -1.252 -0.2315
C -1.359 -0.674 -1.612 0.2919
C 0.230 0.667 -1.072 0.0816
C 1.609 -2.509 -0.747 1.0276
C -0.150 0.568 2.488 -0.2491
H -1.188 0.669 2.823 0.1625
H -1.058 1.566 0.469 0.1878
H 0.317 1.557 2.448 0.1804
H -1.948 -1.375 -2.173 0.2002
H -2.428 -0.695 0.195 0.4093
H 0.399 -0.063 3.184 0.2021
H 1.887 1.381 -2.171 0.2300
```

Summary:
Charge: 0
LUMO, Ha: 0.026
Gap between HOMO and LUMO, eV: 8.954
HOMO level, eV: -8.26


Entry Q
An isolated molecule of C6H7ClN2O3, computed with ωB97M-V/def2-TZVPD.

XYZ file:
```
19
Properties=species:S:1:pos:R:3:nbo_charge:R:1
Cl 2.960 1.772 -0.146 0.0493
O 2.146 -0.690 -1.646 -0.6486
O 0.806 -2.638 -0.557 -0.5316
O 0.343 -1.439 1.302 -0.3350
N -2.437 0.846 -1.339 -0.7923
N 0.923 -1.553 0.047 0.3196
C -1.413 0.117 0.698 -0.3728
C 0.871 0.900 1.345 -0.1945
C 1.716 0.683 0.330 -0.1025
C -1.351 0.626 -0.538 0.0618
C -0.206 -0.130 1.554 0.0269
C 1.581 -0.530 -0.439 0.3594
H 0.902 1.779 1.963 0.2365
H -3.290 0.372 -1.092 0.3827
H -0.427 1.004 -0.952 0.1989
H -0.482 -0.200 2.608 0.2275
H -2.352 -0.244 1.086 0.2077
H -2.274 0.947 -2.326 0.3888
H 1.986 -1.621 -1.898 0.5181
```

Summary:
Charge: 0
LUMO (spin up / spin down), Ha: 0.010 / 0.010
Gap between HOMO and LUMO (spin up / spin down), eV: 8.358 / 8.359
HOMO level (spin up / spin down), eV: -8.09 / -8.09


Most stable: entry P. Least stable: entry Q.


Entry P
A structure of composition C2H3NO3S, computed with ωB97M-V/def2-TZVPD.

XYZ file:
```
10
Properties=species:S:1:pos:R:3:nbo_charge:R:1
S -0.967 -0.572 -0.560 0.8610
O -4.134 -1.236 0.101 -0.1968
O -1.360 0.914 -1.071 -0.8871
O 0.156 -2.247 0.465 -0.6024
N -3.331 -0.720 0.757 0.1782
C 1.068 -1.409 0.220 0.2554
C 0.702 -0.211 -0.277 -0.5119
H 1.068 0.771 -0.505 0.2556
H -2.263 1.100 -1.037 0.4910
H 2.044 -1.703 0.461 0.1568
```

Summary:
Charge: 0
LUMO (spin up / spin down), Ha: 0.002 / -0.060
Gap between HOMO and LUMO (spin up / spin down), eV: 8.338 / 7.202
HOMO level (spin up / spin down), eV: -8.29 / -8.84


Entry Q
An isolated molecule of C2H3NO3S, computed with ωB97M-V/def2-TZVPD.

XYZ file:
```
10
Properties=species:S:1:pos:R:3:nbo_charge:R:1
S 1.553 0.306 0.085 2.3075
O 1.617 1.127 1.234 -0.9174
O 0.458 1.073 -0.881 -0.7180
O 2.648 0.008 -0.762 -0.8823
N -1.343 1.550 0.507 -0.1656
C -0.536 1.886 -0.336 0.2318
C 0.670 -1.215 0.533 -0.5172
H -0.207 2.860 -0.653 0.2093
H 0.162 -1.114 1.469 0.2238
H 0.646 -1.974 -0.298 0.2281
```

Summary:
Charge: 0
LUMO (spin up / spin down), Ha: -0.064 / -0.066
Gap between HOMO and LUMO (spin up / spin down), eV: 9.589 / 8.797
HOMO level (spin up / spin down), eV: -11.34 / -10.60


Entry R
A structure of composition C2H3NO3S, computed with ωB97M-V/def2-TZVPD.

XYZ file:
```
10
Properties=species:S:1:pos:R:3:nbo_charge:R:1
S -1.083 -0.144 -0.019 2.3471
O -1.903 0.728 0.745 -0.9148
O 2.137 -1.037 -0.509 -0.3834
O -1.476 -0.449 -1.355 -0.9038
N -0.274 -1.251 0.696 -1.1528
C 0.581 0.928 -0.329 -0.8671
C 1.311 -0.225 -0.261 0.8363
H -0.269 -1.461 1.676 0.4155
H 0.695 1.503 -1.276 0.2956
H 0.281 1.408 0.633 0.3274
```

Summary:
Charge: 0
LUMO, Ha: -0.008
Gap between HOMO and LUMO, eV: 10.169
HOMO level, eV: -10.39


Most stable: entry R. Least stable: entry P.


Entry P
A cluster of 13 separate species, C4H32NO15 in total, computed with ωB97M-V/def2-TZVPD.

XYZ file:
```
52
Properties=species:S:1:pos:R:3:nbo_charge:R:1
O -3.362 -1.483 0.480 -0.7698
O 1.248 0.869 -0.994 -0.8479
O 1.485 -1.350 -0.623 -0.8284
O 3.562 1.941 0.078 -0.9311
O 1.716 0.687 -4.302 -0.9555
O 1.882 -4.105 -0.725 -0.9593
O 0.829 -1.426 2.004 -1.0202
O -1.525 -2.574 3.026 -0.9791
O -1.857 2.491 1.876 -0.9945
O 0.400 -0.393 4.420 -0.9704
O 3.266 -0.636 -2.547 -0.9770
O 1.019 3.522 -1.553 -0.9982
O -0.716 1.796 -4.107 -0.9824
O 0.632 3.501 1.188 -0.9743
O -2.847 -0.032 3.080 -0.9766
N -1.158 0.411 0.472 -0.9007
C 0.819 -0.315 -0.823 0.8153
C -1.256 -1.799 -0.626 -0.4481
C -0.716 -0.331 -0.689 -0.1571
C -2.735 -1.975 -0.724 -0.0700
H -1.361 -2.011 3.789 0.4906
H 2.144 -4.043 0.197 0.4618
H 1.254 2.803 0.961 0.4914
H 0.518 3.973 0.364 0.5046
H 3.356 0.083 -1.926 0.4643
H 0.435 3.787 -2.267 0.4674
H -3.012 -0.596 0.655 0.4831
H 3.497 1.482 -0.761 0.4569
H -0.836 -2.234 0.282 0.2173
H -0.683 2.010 -3.169 0.4520
H -3.082 -3.013 -0.660 0.1796
H -1.213 0.061 -1.581 0.2017
H 1.979 -3.205 -1.076 0.4932
H 1.201 -1.903 1.239 0.5105
H -2.647 0.860 3.381 0.4846
H -0.905 2.691 1.732 0.5113
H 2.870 -1.351 -2.038 0.4993
H 0.769 -0.467 3.511 0.4982
H 1.153 2.550 -1.624 0.5195
H 1.790 -0.272 -4.321 0.4872
H 2.389 0.908 -3.654 0.4965
H 0.092 1.236 -4.201 0.4993
H -0.462 -0.010 4.209 0.4572
H -0.665 0.172 1.318 0.3776
H -2.373 -2.341 2.635 0.5041
H 0.153 -2.018 2.380 0.5041
H -0.655 -2.258 -1.418 0.2218
H -3.253 -1.543 -1.586 0.1604
H -1.398 1.387 0.411 0.4043
H 2.899 1.432 0.561 0.4736
H -2.346 3.196 1.447 0.4712
H -2.296 -0.163 2.298 0.4807
```

Summary:
Charge: -1
LUMO, Ha: 0.094
Gap between HOMO and LUMO, eV: 8.674
HOMO level, eV: -6.11


Entry Q
A cluster of 13 separate species, C4H32NO15 in total, computed with ωB97M-V/def2-TZVPD.

XYZ file:
```
52
Properties=species:S:1:pos:R:3:nbo_charge:R:1
O -1.080 1.629 2.730 -0.9596
O -3.084 2.588 -2.181 -0.9663
O 2.787 3.113 -0.153 -0.9946
O 4.467 -1.356 -0.942 -0.9466
O -1.800 -1.616 -0.007 -0.7668
O 0.674 3.682 0.732 -1.0496
O 1.637 -0.379 1.416 -0.5750
O -0.381 -3.492 -2.188 -0.9357
O 1.972 -0.721 4.287 -0.9480
O 1.338 -1.536 -3.575 -1.0154
O -0.224 -1.618 2.494 -0.9667
O -4.325 -1.897 0.634 -0.9940
O 2.629 -2.812 -0.209 -0.9518
O -0.530 2.277 -1.026 -0.9229
O -4.110 0.780 1.514 -0.9422
N 0.536 0.367 -1.661 -0.6811
C -0.068 1.589 -2.031 0.1269
C 0.073 -0.374 -0.402 -0.1864
C -1.365 -0.321 -0.217 -0.0995
C 0.965 0.296 0.739 0.4523
H -3.890 1.728 1.735 0.4820
H 0.161 4.323 0.895 0.4367
H -0.610 0.918 3.222 0.4777
H -0.784 -1.106 1.793 0.4822
H 1.530 0.505 -1.509 0.3518
H 4.156 -2.175 -0.650 0.4810
H 0.189 3.019 -0.045 0.5087
H 2.227 3.828 0.104 0.5102
H 2.423 -2.004 0.238 0.4927
H 0.415 -2.161 1.864 0.4788
H -1.922 0.196 -1.007 0.2062
H 0.084 -3.082 -2.862 0.4828
H -2.703 3.332 -2.710 0.4610
H -1.457 -2.284 -0.667 0.5046
H 0.815 2.116 -2.666 0.0899
H 1.862 -0.373 3.469 0.4718
H 0.326 -4.079 -2.037 0.4622
H -3.365 -1.934 0.741 0.4966
H -0.953 1.488 -2.656 0.1261
H 1.187 -1.344 4.328 0.4744
H -2.311 2.223 -1.744 0.4906
H 1.851 -0.994 -4.047 0.4724
H -4.727 -1.074 0.557 0.4794
H 0.723 1.349 0.982 0.1787
H -1.734 0.096 0.758 0.1917
H 3.917 -1.112 -1.596 0.4491
H 1.822 -2.932 -0.737 0.4687
H -3.382 0.532 0.985 0.4605
H 2.482 2.452 -0.775 0.4582
H -0.366 2.242 2.514 0.4880
H 0.327 -1.448 -0.530 0.1903
H 0.552 -1.096 -3.069 0.5183
```

Summary:
Charge: -1
LUMO, Ha: 0.081
Gap between HOMO and LUMO, eV: 8.296
HOMO level, eV: -6.10


Most stable: entry P. Least stable: entry Q.


Entry P
A cluster of 5 separate species, C3H16O5 in total, computed with ωB97M-V/def2-TZVPD.

XYZ file:
```
24
Properties=species:S:1:pos:R:3:nbo_charge:R:1
O -2.684 -0.541 -0.250 -0.9979
O 0.060 1.199 2.097 -0.9947
O 0.637 -1.093 3.144 -0.9743
O -0.256 0.551 -0.558 -0.7728
O -1.708 -1.840 1.987 -0.9949
C 0.840 0.203 -1.406 0.0938
C 0.297 0.161 -2.820 -0.6315
C 1.899 1.298 -1.310 -0.6237
H 0.105 0.413 2.653 0.4950
H 1.248 -0.764 -1.109 0.1656
H 1.512 2.228 -1.734 0.2079
H -0.294 -1.377 3.134 0.5197
H 1.072 0.356 -3.562 0.2091
H -1.875 -0.026 -0.503 0.5116
H 0.488 1.950 2.507 0.4766
H -3.070 -0.798 -1.104 0.4741
H 2.198 1.490 -0.284 0.2155
H -0.080 -0.808 -3.163 0.2098
H -0.465 0.928 -2.962 0.2199
H -0.013 0.448 0.380 0.5170
H 1.021 -0.960 4.016 0.4810
H -2.243 -1.411 1.277 0.5189
H 2.732 1.036 -1.969 0.2038
H -1.420 -2.643 1.541 0.4704
```

Summary:
Charge: 0
LUMO, Ha: 0.024
Gap between HOMO and LUMO, eV: 10.798
HOMO level, eV: -10.15


Entry Q
A structure of composition C3H16O5, computed with ωB97M-V/def2-TZVPD.

XYZ file:
```
24
Properties=species:S:1:pos:R:3:nbo_charge:R:1
O 1.304 -1.146 1.713 -0.8983
O 0.814 -2.033 -0.465 -0.7111
O -1.700 -1.014 -0.808 -0.7464
O -2.624 1.347 -0.689 -0.9121
O -1.412 -0.610 1.728 -0.8057
C 0.457 1.204 -0.135 -0.3818
C 0.702 0.626 -1.538 -0.6015
C 1.735 1.414 0.593 -0.6147
H -0.176 0.809 -2.141 0.2237
H 2.262 0.447 0.689 0.2383
H 0.185 -2.753 -0.271 0.4782
H 1.552 -1.908 2.264 0.4628
H -1.575 -0.998 0.863 0.4857
H -2.247 0.427 -0.779 0.4720
H 1.501 1.141 -1.996 0.2137
H -0.161 0.417 0.387 0.2836
H 2.404 2.127 0.171 0.2121
H -2.380 -1.615 -1.202 0.4622
H 1.121 -1.606 0.534 0.4689
H -3.582 1.264 -0.833 0.4652
H 1.516 1.746 1.591 0.2118
H -0.113 2.087 -0.056 0.2486
H 0.936 -0.415 -1.453 0.2612
H -0.522 -0.958 1.832 0.4837
```

Summary:
Charge: 0
LUMO, Ha: -0.216
Gap between HOMO and LUMO, eV: 4.659
HOMO level, eV: -10.55


Most stable: entry P. Least stable: entry Q.


Entry P
An isolated molecule of C3H3NO3, computed with ωB97M-V/def2-TZVPD.

XYZ file:
```
10
Properties=species:S:1:pos:R:3:nbo_charge:R:1
O 0.742 -0.105 -0.774 -0.5320
O 1.651 -0.098 1.349 -0.5279
O -0.703 -1.359 1.070 -0.4734
N -1.053 1.442 -0.937 -0.5813
C 1.572 -0.543 0.243 0.6661
C -1.228 -0.417 0.530 0.3598
C -0.502 0.398 -0.496 0.4407
H 2.199 -1.321 -0.197 0.1354
H -0.452 1.991 -1.550 0.3625
H -2.224 -0.016 0.773 0.1501
```

Summary:
Charge: 0
LUMO, Ha: -0.017
Gap between HOMO and LUMO, eV: 10.330
HOMO level, eV: -10.79


Entry Q
An isolated molecule of C3H3NO3, computed with ωB97M-V/def2-TZVPD.

XYZ file:
```
10
Properties=species:S:1:pos:R:3:nbo_charge:R:1
O -0.670 -0.994 0.257 -0.4718
O 0.036 1.942 -1.106 -0.3369
O 1.322 -1.075 1.324 -0.5464
N -1.080 0.895 -1.207 -0.2954
C 0.790 0.953 -0.466 -0.0070
C -0.248 0.122 -0.386 0.2957
C 0.217 -1.502 1.146 0.6416
H -1.997 1.112 -0.785 0.3582
H 1.867 0.908 -0.424 0.2275
H -0.238 -2.362 1.647 0.1345
```

Summary:
Charge: 0
LUMO, Ha: 0.028
Gap between HOMO and LUMO, eV: 9.503
HOMO level, eV: -8.75


Entry R
A cluster of 2 separate species, C3H3NO3 in total, computed with ωB97M-V/def2-TZVPD.

XYZ file:
```
10
Properties=species:S:1:pos:R:3:nbo_charge:R:1
O 3.637 0.534 -0.560 -0.4222
O -2.295 0.288 -0.882 -0.3989
O -0.788 1.353 0.321 -0.5168
N -1.549 0.242 0.118 0.2795
C 2.761 -0.108 -0.199 0.4989
C -1.296 -0.829 0.765 0.0002
C 1.672 -0.794 -0.172 -0.3459
H -2.093 -1.494 0.785 0.1789
H 0.695 -1.084 0.253 0.2303
H -0.745 1.892 -0.430 0.4960
```

Summary:
Charge: 0
LUMO (spin up / spin down), Ha: -0.086 / -0.066
Gap between HOMO and LUMO (spin up / spin down), eV: 7.211 / 7.302
HOMO level (spin up / spin down), eV: -9.55 / -9.10


Most stable: entry P. Least stable: entry R.


Entry P
An isolated molecule of C3H3NO3, computed with ωB97M-V/def2-TZVPD.

XYZ file:
```
10
Properties=species:S:1:pos:R:3:nbo_charge:R:1
O 1.037 0.992 -0.268 -0.5186
O 2.390 -0.774 -0.080 -0.5005
O -2.044 -0.769 -0.310 -0.5811
N 0.035 -1.085 0.202 -0.6292
C -0.437 1.135 0.149 -0.1737
C 1.326 -0.423 -0.072 0.8981
C -0.965 -0.268 0.136 0.6304
H -0.796 1.486 -0.760 0.2312
H 0.086 -1.991 -0.020 0.4169
H -0.633 1.696 1.023 0.2263
```

Summary:
Charge: 0
LUMO, Ha: 0.019
Gap between HOMO and LUMO, eV: 11.069
HOMO level, eV: -10.55


Entry Q
An isolated molecule of C3H3NO3, computed with ωB97M-V/def2-TZVPD.

XYZ file:
```
10
Properties=species:S:1:pos:R:3:nbo_charge:R:1
O 0.579 0.785 -2.803 -0.4460
O -0.253 -0.559 -0.022 -0.3742
O 1.886 0.314 0.443 -0.4843
N -0.391 -0.584 1.321 -0.1179
C -1.639 -0.679 1.390 -0.0648
C 1.247 0.744 -1.712 0.3120
C 0.893 0.271 -0.331 0.6356
H 2.270 1.199 -1.518 0.1723
H -2.387 -0.987 0.691 0.1949
H -2.204 -0.504 2.542 0.1723
```

Summary:
Charge: 0
LUMO, Ha: -0.051
Gap between HOMO and LUMO, eV: 9.499
HOMO level, eV: -10.88


Most stable: entry P. Least stable: entry Q.